The following is a quantum chemistry calculation of an isolated molecule of C3H4OS in a non-equilibrium geometry, from OMol25.

Results
strongest force on any atom	2.6	eV Å⁻¹
frontier orbital gap	8.60	eV
multiplicity	1

```
9
Properties=species:S:1:pos:R:3:forces:R:3:lowdin_charge:R:1
C -1.43255 0.67676 -0.61507 -0.45 1.18 -0.10 0.01
C -0.72969 -0.04331 0.23507 2.12 -0.94 1.13 -0.28
C 0.74121 -0.09189 0.14406 -0.43 0.01 -2.09 -0.42
O 3.01618 -1.23834 0.78236 -0.74 0.11 -0.05 -0.56
S 1.56051 -1.15669 1.03238 0.66 0.19 0.19 0.94
H -2.49984 0.92300 -0.52752 0.53 -0.57 -0.18 0.07
H -0.83423 1.24152 -1.34532 -0.59 -0.19 0.16 0.07
H -0.94235 -0.69724 1.07069 -1.65 0.27 0.07 0.08
H 1.12076 0.38619 -0.77664 0.53 -0.05 0.87 0.10
```
Positions in Å, forces in eV/Å.

=====

The following is a quantum chemistry calculation of a structure of composition C23H32LaN3OPS in a non-equilibrium geometry, from OMol25.

Results
strongest force on any atom	2.4	eV Å⁻¹
net charge	+2
<S²>	0.76
frontier orbital gap (spin up / spin down)	8.97 / 6.93	eV
multiplicity	2

```
62
Properties=species:S:1:pos:R:3:forces:R:3:lowdin_spin:R:1
C -0.38612 2.61594 -3.31393 -0.17 -0.17 -0.43 0.00
C -0.09246 1.29018 -4.04326 -0.15 0.00 -0.57 0.00
N -0.17895 0.10324 -3.38896 0.18 -0.35 -0.24 0.00
C 0.04759 -1.05178 -4.07565 -0.51 0.55 -0.95 0.00
C 0.36771 -1.02180 -5.43689 0.49 0.03 0.33 0.00
C 0.44197 0.18736 -6.12162 -0.66 -0.36 0.35 0.00
C 0.15584 1.35621 -5.41541 0.04 -0.33 -0.04 0.00
C -0.13508 -2.44464 -3.46909 1.43 1.78 0.73 0.03
P 0.14102 -2.42645 -1.60649 -0.24 -2.17 -1.08 0.20
H 0.07659 2.29897 -5.94701 0.25 -0.01 0.20 0.00
H 0.60695 -1.97166 -5.91735 -0.20 0.35 -0.07 0.00
H 0.61129 0.16849 -7.19721 0.12 0.26 0.28 0.00
C 1.52998 2.64690 -1.84395 -0.20 0.07 0.17 0.01
C -0.53703 3.70480 -1.14170 -0.06 0.12 0.12 0.00
H 0.67723 -3.03231 -3.86740 0.45 -0.27 -0.06 0.00
H -1.47760 2.81161 -3.37892 0.48 -0.18 0.27 0.00
H 0.08805 3.45090 -3.89119 -0.17 -0.58 0.51 0.00
C 1.73510 -3.35143 -1.55235 0.21 0.94 0.25 0.00
C -0.95648 -3.86409 -1.21835 -0.58 0.21 0.51 0.06
H 1.99085 -3.61699 -0.52368 -0.03 0.05 -0.07 0.00
H 1.68547 -4.25995 -2.16109 -0.13 0.27 0.08 0.00
H 2.50039 -2.66978 -1.93255 0.17 -0.27 0.03 0.00
H -1.19481 -3.89382 -0.15730 -0.03 -0.04 0.13 0.00
H -1.90252 -3.77140 -1.75945 0.10 0.02 0.10 0.00
H -0.49819 -4.82480 -1.47080 0.10 0.28 -0.15 0.01
H -0.07401 4.66761 -1.41304 -0.22 -0.20 0.05 0.00
H -1.63007 3.76804 -1.28681 0.48 -0.11 -0.06 0.00
H -0.34085 3.52655 -0.08066 0.01 0.19 0.09 0.00
H 1.85636 3.67982 -2.06861 0.11 -0.46 0.10 0.00
H 1.81612 2.36707 -0.82263 0.33 0.18 -0.24 0.00
H 1.97149 1.94356 -2.56881 -0.18 0.27 0.38 0.00
La -1.05937 0.39864 -0.85034 0.25 1.33 -1.44 0.13
H 1.03752 -0.56220 -0.75171 0.58 -0.73 -0.16 0.49
O -3.15953 0.65321 -1.15967 -0.38 -0.69 -0.44 0.03
H -0.99384 -2.96877 -3.84134 -0.94 0.12 0.27 0.00
H -3.50029 -0.10793 -1.65459 -0.73 0.40 0.03 0.00
N 0.05433 2.58959 -1.90009 -0.44 -0.14 -0.84 0.00
N -0.91036 -0.10969 1.39207 0.53 -1.12 1.65 0.00
S 0.45434 0.08801 2.27330 -0.56 1.02 -0.05 0.02
C 0.03522 1.52415 3.30945 0.44 0.14 0.35 0.00
C -1.24520 2.06646 3.24490 -0.07 -0.14 -0.07 0.00
C -1.55893 3.17646 4.03515 0.34 -0.26 -0.12 0.00
C -0.57656 3.74026 4.85085 -0.09 -0.10 0.08 0.00
C 0.71945 3.22030 4.88377 0.08 -0.31 -0.25 0.00
C 1.03643 2.10966 4.09773 -0.25 -0.08 -0.19 0.00
C 0.46543 -1.30746 3.35832 0.00 -0.83 1.09 0.00
C 0.67823 -1.17543 4.73587 -0.07 -0.05 -0.21 0.00
C 0.57945 -2.29505 5.56754 0.03 -0.14 -0.20 0.00
C 0.28327 -3.55070 5.02053 -0.08 0.25 -0.17 0.00
C 0.11426 -3.68769 3.63295 0.14 0.14 0.20 0.00
C 0.22737 -2.57132 2.80156 0.01 0.07 0.01 0.00
H -1.56919 -0.62425 1.98743 -0.13 0.35 -0.23 0.00
H -1.97689 1.62356 2.56526 0.12 0.21 0.41 0.00
H -2.57093 3.57657 4.00886 0.28 -0.01 0.03 0.00
H -0.83038 4.58618 5.48270 0.07 -0.08 -0.12 0.00
H 1.49335 3.66282 5.51361 -0.32 -0.07 -0.20 0.00
H 2.04122 1.68970 4.07690 -0.12 0.18 0.15 0.00
H 0.91215 -0.19866 5.14573 -0.14 -0.18 0.11 0.00
H 0.72716 -2.17896 6.64751 -0.07 -0.06 -0.52 0.00
H 0.17167 -4.42215 5.67424 0.09 0.38 -0.30 0.00
H -0.10410 -4.67132 3.20408 0.12 0.43 0.16 0.00
H 0.12887 -2.66036 1.71960 -0.10 -0.10 0.24 0.00
```
Positions in Å, forces in eV/Å.

=====

The following is a quantum chemistry calculation of a structure of composition C4H8O in a non-equilibrium geometry, from OMol25.

Results
strongest force on any atom	2.1	eV Å⁻¹
frontier orbital gap	10.73	eV
multiplicity	1

```
13
Properties=species:S:1:pos:R:3:forces:R:3:lowdin_charge:R:1
C -1.68239 -0.22793 -0.19410 -0.56 0.01 -0.58 -0.06
C -0.31171 -0.26856 0.44011 -0.64 1.32 1.56 -0.41
C 0.64397 0.88983 0.00070 0.15 -0.38 1.38 -0.09
C 1.63325 -0.27657 -0.17863 1.34 -0.81 0.13 -0.18
H -1.60997 0.01204 -1.26919 0.03 0.11 0.39 0.08
H -2.38428 0.49090 0.29486 0.84 -0.31 -0.27 0.09
H -2.19399 -1.18140 -0.16609 0.02 -0.44 0.24 0.07
H -0.42374 -0.33400 1.57817 0.15 0.15 -1.29 0.16
H 0.31592 1.44652 -0.86927 0.06 -0.18 -0.25 0.10
H 0.89032 1.59572 0.81842 -0.02 -0.33 -0.58 0.11
H 2.15650 -0.48756 -1.15060 -0.36 0.64 0.86 0.12
H 2.35839 -0.39790 0.68858 -0.52 0.48 -1.10 0.13
O 0.60771 -1.26108 0.00702 -0.48 -0.26 -0.49 -0.11
```
Positions in Å, forces in eV/Å.

=====

The following is a quantum chemistry calculation of a cluster of 2 separate species, C4H5N2O2 in total in a non-equilibrium geometry, from OMol25.

Results
strongest force on any atom	2.9	eV Å⁻¹
net charge	-1
frontier orbital gap (spin up / spin down)	7.26 / 7.27	eV
multiplicity	1

```
13
Properties=species:S:1:pos:R:3:forces:R:3:lowdin_charge:R:1
C -0.31215 2.23428 0.48291 -0.61 0.49 0.62 -0.25
C -0.96634 1.89394 1.62131 0.01 0.79 -0.36 -0.21
C 0.10815 0.16203 0.85603 1.10 -1.83 -1.01 -0.26
C 0.64385 -1.69404 -1.53356 0.55 0.17 -0.11 -0.17
N 0.35295 1.13970 0.00711 0.15 -0.09 -0.13 -0.04
N -0.12617 -2.14626 -0.38161 0.62 -2.10 1.89 -0.15
O 0.44638 -3.01922 0.31112 -1.01 1.75 -1.81 -0.15
O -0.70333 0.57926 1.85952 -0.50 0.60 0.52 -0.10
H -0.28267 3.18306 -0.02687 -0.08 0.18 0.05 0.07
H -1.59852 2.43357 2.30353 -0.04 -0.01 0.07 0.08
H 1.72264 -1.82852 -1.40317 -0.11 -0.02 0.09 0.07
H 0.31187 -2.28865 -2.39454 -0.11 -0.03 0.16 0.07
H 0.40334 -0.64914 -1.70178 0.03 0.10 0.03 0.04
```
Positions in Å, forces in eV/Å.

=====

The following is a quantum chemistry calculation of a structure of composition C7H28FN14O7Y in a non-equilibrium geometry, from OMol25.

Results
strongest force on any atom	8.7	eV Å⁻¹
net charge	+1
<S²>	0.75
frontier orbital gap (spin up / spin down)	5.80 / 8.38	eV
multiplicity	2

```
58
Properties=species:S:1:pos:R:3:forces:R:3:lowdin_spin:R:1
Y -5.28596 -6.22911 0.46930 1.81 -1.04 1.37 0.68
F -3.36998 -7.34921 1.17906 -0.91 0.64 -0.49 0.03
C -4.76922 -8.67001 -2.05042 1.83 1.53 -2.56 0.01
O -5.06452 -7.84648 -1.19666 -0.23 3.05 1.03 0.09
N -4.17508 -8.50829 -3.29303 -0.59 1.56 0.69 0.00
N -4.88343 -9.90130 -1.77319 -1.02 -6.11 0.58 0.00
H -3.87335 -7.60376 -3.62603 -0.32 -0.09 0.18 0.00
H -4.14135 -9.25830 -3.96864 0.04 0.13 0.34 0.00
H -5.27077 -10.30160 -0.93068 -0.15 0.71 0.01 0.00
H -4.84585 -10.56015 -2.53779 0.22 -0.11 0.26 0.00
C -0.13884 -5.79837 1.91744 4.06 -0.93 1.30 0.00
O 0.99650 -5.58272 2.24111 2.44 1.51 0.76 0.00
N -0.87321 -5.12156 1.16424 -3.03 5.07 -4.06 0.00
N -0.71536 -6.88083 2.25493 -2.26 -5.60 2.80 0.00
H -1.82898 -5.43539 1.07419 0.14 0.93 -0.71 0.00
H -0.41505 -4.29267 0.81334 -0.93 0.14 -0.43 0.00
H -1.53500 -7.18673 1.75023 0.05 -0.60 0.47 0.00
H -0.11925 -7.44914 2.83955 -0.57 -0.55 -0.20 0.00
C -5.89316 -7.73211 3.64105 -1.28 -2.58 -0.78 0.01
O -5.95037 -7.23423 2.52010 0.62 1.18 -2.43 0.07
N -5.90796 -9.01535 3.90270 0.71 -3.33 -1.75 0.00
N -6.06120 -7.11178 4.73342 0.02 4.48 2.87 0.00
H -5.91714 -9.35518 4.85377 0.14 -0.24 -0.48 0.00
H -5.74747 -9.64638 3.13059 0.00 -0.26 0.45 0.00
H -5.94097 -6.12260 4.56861 -0.10 0.23 1.26 0.00
H -5.80700 -7.60432 5.57774 0.03 0.99 0.20 0.00
C -2.71333 -11.27195 1.93452 -1.75 1.52 1.72 0.00
O -2.98867 -11.00117 3.10159 0.11 0.30 0.94 0.00
N -2.53447 -12.48159 1.53619 0.76 -3.86 -1.44 0.00
N -2.76121 -10.32636 1.01236 -0.19 2.20 -1.30 0.00
H -2.77478 -13.23010 2.17028 0.30 0.11 -0.16 0.00
H -2.44800 -12.67420 0.54850 0.07 -0.26 0.34 0.00
H -3.11596 -9.45643 1.38315 0.16 0.34 -0.39 0.00
H -2.79174 -10.45421 0.01096 0.25 -0.16 0.30 0.00
C -0.26555 -8.45705 -1.48570 1.72 -0.89 0.65 0.00
O 0.62506 -8.43968 -2.21727 5.47 -0.25 -5.61 0.00
N -1.20541 -7.62848 -1.50513 -6.34 5.76 -1.32 0.00
N -0.34349 -9.22496 -0.48101 -1.00 -4.54 5.81 0.00
H -1.22484 -7.03476 -2.32197 -0.22 0.18 0.44 0.00
H -1.97674 -7.65876 -0.85380 -0.01 0.26 -0.35 0.00
H -0.93561 -8.84172 0.24191 0.45 -0.98 0.46 0.00
H 0.32489 -9.94966 -0.26150 0.02 0.54 -0.08 0.00
C -2.68166 -8.45190 6.03530 -0.68 -0.30 -0.27 0.00
O -2.43011 -8.05446 7.12316 1.00 0.90 2.85 0.00
N -2.93456 -9.63693 5.61834 -0.58 -6.24 0.92 0.00
N -2.91482 -7.69939 5.00327 -0.12 6.44 -3.18 0.00
H -2.83066 -10.37577 6.29909 -0.01 -0.23 -0.44 0.00
H -3.07497 -9.85029 4.64117 0.29 -0.50 0.22 0.00
H -3.18922 -7.94190 4.06200 0.37 -0.30 0.38 0.00
H -2.67049 -6.73819 5.19430 -0.17 -0.01 -0.47 0.00
C -3.76053 -4.07873 2.85759 -3.58 2.54 -1.30 0.01
O -4.37051 -4.49927 1.86014 -1.69 -0.68 -2.43 0.08
N -4.05257 -2.92202 3.40544 -0.80 2.02 -0.23 0.00
N -3.00944 -4.84316 3.46272 5.18 -5.52 3.25 0.00
H -4.84759 -2.47832 2.96821 0.40 0.59 0.33 0.00
H -3.51833 -2.51169 4.15798 -0.35 0.01 -0.21 0.00
H -2.37054 -4.66104 4.22347 -0.24 0.39 -0.13 0.00
H -2.94385 -5.76676 3.05928 0.48 -0.09 -0.01 0.00
```
Positions in Å, forces in eV/Å.

=====

What is the formula in the second record?
C23H32LaN3OPS

=====

What is the multiplicity in the fourth record?
1

=====

Look up the multiplicity of the second one.
2